Density functional theory data (wB97M-V/def2-TZVPD) for the molecule C3H4O2S2 at a distorted geometry.

```
11
Properties=species:S:1:pos:R:3:forces:R:3
C -0.210764 1.691026 -0.170740 1.669 -2.090 1.389
C -1.103058 -1.366402 1.110933 -0.595 -0.187 -0.752
C 1.556025 -0.135142 -1.411699 -2.692 2.599 3.530
O -0.540375 -1.570220 0.067297 0.407 -0.584 0.073
O -1.218234 -0.231146 1.714734 1.072 2.190 0.955
S 0.450345 1.046513 -1.584946 -0.279 0.225 -0.094
S 0.077437 1.086268 1.400058 -0.486 -0.890 -0.481
H -1.044435 2.308571 -0.123986 -1.203 1.242 -1.346
H -1.725745 -2.063675 1.685698 0.081 -0.633 -0.275
H 1.964923 -0.369293 -2.296195 1.681 -1.268 -2.752
H 1.793881 -0.396500 -0.391154 0.346 -0.604 -0.249
```
Positions in Å, forces in eV/Å.

frontier orbital gap	7.683	eV
maximum force	0.1000	hartree/bohr
relative energy (zero: lowest compared OMol25 entry of this formula, charge and spin)	301.1	kJ/mol

Okay, here come the Mulliken numbers, in e, for every atom: -0.455 0.237 -0.441 -0.467 -0.382 0.149 -0.053 0.465 0.360 0.344 0.242

=====

Density functional theory data (wB97M-V/def2-TZVPD) for the molecule C5H10O at a distorted geometry.

```
16
Properties=species:S:1:pos:R:3:forces:R:3
C 0.979969 1.769706 -0.319103 0.218 -0.090 -0.239
C 0.084821 0.549503 -0.542720 -0.071 -0.188 -0.116
O 0.614278 -0.105904 -1.731667 -0.644 -0.229 -0.077
C 0.118988 -0.478306 0.567320 0.157 0.056 -0.081
C -1.123790 -0.835114 1.347753 -0.117 0.091 0.111
C -0.592200 -1.768000 0.302442 0.017 -0.188 -0.095
H 1.527395 1.785123 0.632022 -0.273 -0.079 -0.187
H 0.490226 2.738515 -0.474652 0.069 -0.283 0.026
H 1.674434 1.548592 -1.135848 0.515 0.972 0.427
H -0.958298 0.843544 -0.725539 0.120 -0.100 -0.014
H 0.400601 0.414078 -2.521918 0.008 -0.082 0.433
H 1.058951 -0.532683 1.115486 -0.144 -0.014 -0.154
H -1.008540 -1.120164 2.391352 0.028 0.115 -0.221
H -2.043361 -0.294292 1.136409 0.180 -0.064 -0.012
H -1.111665 -1.823545 -0.650016 0.049 -0.030 0.189
H -0.111807 -2.691054 0.608680 -0.114 0.113 0.010
```
Positions in Å, forces in eV/Å.

frontier orbital gap	11.323	eV
maximum force	0.0230	hartree/bohr
relative energy (zero: lowest compared OMol25 entry of this formula, charge and spin)	138.3	kJ/mol
SMILES string	C[C@@H](O)C1CC1

Okay, here come the Mulliken numbers, in e, for every atom: -1.163 0.362 -0.603 -0.244 -0.649 -0.554 0.321 0.293 0.304 0.283 0.316 0.391 0.250 0.223 0.212 0.257

=====

Density functional theory data (wB97M-V/def2-TZVPD) for a 10-piece molecular cluster, C9H38O13 overall at a distorted geometry.

```
60
Properties=species:S:1:pos:R:3:forces:R:3
C 0.249103 0.012806 0.270666 -0.673 -1.404 0.774
C -1.096361 -0.437861 0.909413 0.283 1.262 0.421
C -1.779784 -1.612956 0.297225 -0.235 -0.425 -1.328
O -0.926399 -0.783173 2.268002 0.657 0.109 0.637
H 0.155508 0.681984 -0.581398 -0.080 -0.094 0.006
H 0.734464 -0.930354 0.005945 0.398 0.212 -0.446
H 0.859293 0.438199 1.067114 -0.019 0.352 -0.175
H -1.726030 0.454559 0.970772 -0.399 -0.199 -0.506
H -2.002129 -1.463361 -0.763349 -0.379 0.149 0.038
H -2.669404 -1.867228 0.871822 -0.140 0.118 -0.182
H -1.159481 -2.513511 0.294168 0.323 0.116 0.317
H -0.062907 -1.244282 2.341344 -0.252 0.385 0.446
O 1.261938 -5.060546 -2.443826 -0.122 0.150 0.705
C 0.302570 -4.512708 -1.556999 -1.690 1.254 0.397
C -0.490809 -5.536510 -0.698268 1.299 -0.013 -1.770
O -1.099704 -6.438278 -1.625524 -0.573 -0.044 0.324
H 0.923320 -4.963173 -3.336062 -0.034 -0.115 0.026
H 0.639009 -3.661119 -0.955160 1.167 -0.584 0.490
H -0.449548 -3.907069 -2.075333 -0.266 -0.608 -0.738
H -1.302164 -5.051503 -0.159155 0.176 0.114 0.141
H 0.225061 -6.013257 -0.027306 -0.288 -0.297 0.189
H -0.610780 -7.250484 -1.769817 0.350 0.182 0.254
O -0.360422 2.916897 -2.254667 0.168 -0.145 -0.884
C -1.572089 3.442066 -2.838742 0.425 0.180 0.903
C -2.652655 2.401392 -2.633450 -0.266 -0.109 1.127
O -2.747536 2.056919 -1.236064 0.509 0.462 -0.083
H -0.549744 2.882546 -1.312234 -0.091 -0.133 0.029
H -1.631742 4.420268 -2.356254 -1.145 -0.031 0.081
H -1.500758 3.671985 -3.901712 0.600 -0.454 -0.062
H -2.285210 1.507067 -3.140768 -0.351 0.033 -0.463
H -3.654258 2.716750 -2.926786 0.198 0.071 -0.657
H -3.575727 1.598959 -1.073457 -0.058 -0.025 0.061
O 2.431058 2.256233 -0.304842 -0.098 0.080 -0.068
C 1.674710 3.323980 0.244602 1.123 -0.400 1.625
C 2.151260 3.416227 1.732417 -1.103 2.422 -0.297
O 3.377573 4.167510 1.817014 0.306 -1.002 -0.125
H 2.850535 2.539739 -1.124138 -0.237 -0.202 -0.268
H 1.911775 4.228005 -0.314926 -0.203 0.230 0.338
H 0.600000 3.136995 0.218661 -0.008 -0.220 -0.030
H 2.135209 2.473697 2.278310 0.586 -0.271 -0.461
H 1.488194 4.056809 2.322041 -0.824 -0.375 -0.298
H 3.125039 5.012271 2.190664 0.281 0.079 -0.013
O 1.389628 -1.962886 2.901426 -0.071 -0.057 -0.010
H 0.888374 -2.784384 2.893015 0.191 -0.218 0.142
H 1.960745 -2.019795 2.118284 -0.015 -0.335 0.040
O -5.213231 0.345449 1.454638 -0.222 0.035 -0.231
H -4.872587 0.858864 2.194414 0.288 -0.012 0.034
H -4.647298 -0.429544 1.422795 0.082 -0.030 0.084
O 3.801929 0.594245 1.278691 0.105 -0.096 0.189
H 3.420753 1.347389 0.790927 -0.137 -0.164 -0.246
H 4.301775 0.992356 1.996196 0.101 -0.133 0.071
O 2.252556 1.528320 -2.853201 0.193 -0.116 -0.339
H 1.347043 1.487393 -2.523487 -0.157 0.239 -0.065
H 2.658337 0.712011 -2.548266 0.016 -0.086 -0.023
O 3.099368 -2.163962 0.743695 -0.074 0.035 0.057
H 3.411162 -2.208317 -0.162928 -0.031 -0.114 -0.059
H 3.232406 -1.238111 0.999741 0.435 0.393 -0.119
O -3.024699 1.371039 3.279644 -0.018 0.183 0.070
H -2.107343 1.072804 3.266577 0.039 -0.360 -0.117
H -3.088899 1.930640 4.057895 -0.035 0.028 0.045
```
Positions in Å, forces in eV/Å.

frontier orbital gap	10.222	eV
maximum force	0.0521	hartree/bohr
relative energy (zero: lowest compared OMol25 entry of this formula, charge and spin)	0.0	kJ/mol
SMILES string	CC(C)O.OCCO.OCCO.OCCO.O.O.O.O.O.O

Okay, here come the Mulliken numbers, in e, for every atom: -0.167 0.949 -1.272 -0.631 0.169 -0.311 0.120 0.196 0.396 0.348 -0.059 0.348 -0.534 -0.105 -0.274 -0.546 0.333 0.022 0.269 0.254 0.282 0.306 -0.422 -0.607 -0.294 -0.491 0.154 0.309 0.319 0.217 0.452 0.270 -0.474 0.036 -0.962 -0.517 0.313 0.571 0.006 0.261 0.490 0.327 -0.699 0.359 0.475 -0.641 0.319 0.312 -0.701 0.401 0.303 -0.691 0.319 0.313 -0.697 0.303 0.292 -0.566 0.290 0.260

=====

Density functional theory data (wB97M-V/def2-TZVPD) for C6H11InNO7 as an isolated structure at a distorted geometry.

```
26
Properties=species:S:1:pos:R:3:forces:R:3
In 32.325150 31.672754 7.491363 0.988 -0.551 0.951
C 31.484157 36.068971 4.598359 -0.355 -1.081 0.786
C 31.061627 34.682512 5.202631 1.021 1.000 0.319
O 31.454784 34.339849 6.503094 -0.706 0.424 -1.891
H 32.560777 36.237740 4.576081 0.036 -0.381 -0.065
H 31.073382 36.919532 5.142335 -0.318 -0.145 -0.131
H 31.093279 35.988763 3.584020 0.098 0.596 -0.106
H 31.365445 33.931730 4.473168 1.012 -0.695 0.157
H 30.014351 34.486798 4.972404 -0.784 0.296 0.928
N 34.002477 29.822458 9.904004 -0.176 -1.710 -0.280
O 32.848762 30.125178 10.134869 -3.245 1.309 0.721
O 34.541231 30.414703 8.952912 1.500 0.691 -1.254
O 34.495825 28.879564 10.517339 1.178 0.361 -0.151
C 36.725808 37.211133 5.878779 0.361 0.328 -0.347
C 35.766466 36.126932 5.384718 1.011 0.917 0.920
C 36.480623 35.012250 4.604764 -0.255 0.402 -0.659
O 35.824861 33.862171 5.033536 -2.217 -1.502 1.739
C 35.097850 34.125091 6.179603 0.417 -2.123 1.338
O 34.543034 33.282979 6.891300 0.949 1.881 -2.262
O 35.240138 35.404583 6.511338 -0.646 -0.023 -0.147
H 36.407989 38.146691 6.338997 -1.171 -0.351 0.029
H 37.226540 37.592379 4.988815 0.526 -0.270 -0.034
H 37.429464 36.823879 6.615662 0.213 -0.378 -0.401
H 34.921941 36.553641 4.843601 0.037 -0.085 -0.158
H 37.535548 34.830878 4.810556 0.130 0.714 0.029
H 36.281426 35.059288 3.534163 0.397 0.379 -0.031
```
Positions in Å, forces in eV/Å.

frontier orbital gap (spin up / spin down)	7.483 / 5.161	eV
maximum force	0.0695	hartree/bohr
multiplicity	2

Okay, here come the Mulliken numbers, in e, for every atom: 0.853 -0.464 -0.375 -0.311 -0.139 0.288 0.323 0.299 0.420 1.099 -0.671 -0.680 -0.621 -1.458 0.720 -0.393 -0.320 0.604 -0.534 -0.309 0.376 0.375 0.337 0.006 0.293 0.282

=====

Density functional theory data (wB97M-V/def2-TZVPD) for C11H40N2O9 as an isolated structure at a distorted geometry.

```
62
Properties=species:S:1:pos:R:3:forces:R:3
C 0.235298 -0.425231 0.002917 -4.679 1.142 -5.154
O -0.639892 0.649439 -0.527573 10.064 -3.049 0.517
H 0.742308 -0.155881 0.929467 -9.612 4.175 -2.347
H -0.348172 -1.344461 0.054707 -0.103 -0.089 0.472
H 0.930628 -0.598001 -0.818533 -1.074 0.283 0.134
H -1.517902 0.450899 -0.193973 5.887 -0.020 -2.552
C 2.923658 0.475549 -1.361143 -0.663 2.382 -1.574
O 3.480188 -0.234421 -0.345163 4.775 0.708 -0.498
H 3.311058 1.491439 -1.283713 0.025 0.262 -0.684
H 3.113668 0.021799 -2.333813 -0.290 0.156 -0.135
H 1.868228 0.576829 -1.108263 0.406 -0.015 -1.005
H 4.409258 0.004629 -0.309693 0.157 -0.391 0.501
C -1.534222 -2.274201 -1.964253 0.001 -2.676 1.621
O -1.408762 -3.663051 -1.619613 -0.648 0.172 -0.356
H -1.959992 -1.986501 -2.925533 0.415 -1.552 -0.317
H -2.160982 -1.720351 -1.265313 -0.139 -0.475 0.407
H -0.510552 -1.915711 -1.856143 -1.466 -2.461 -0.054
H -2.220122 -4.142181 -1.803253 -0.133 -0.006 0.021
C 0.340968 2.724959 -0.121533 -1.446 0.226 0.452
O 0.277948 3.975929 -0.748553 0.895 0.833 -0.127
H -0.609382 2.203529 -0.235783 1.186 1.821 0.302
H 1.011388 1.992939 -0.571843 0.371 0.802 0.183
H 0.442878 2.786569 0.961937 0.687 0.498 0.108
H 0.321168 3.770859 -1.685393 -0.112 0.316 -0.110
C 2.092578 -2.689091 -0.254093 -0.132 1.735 -0.354
O 1.897398 -1.446301 0.513057 2.579 -13.467 -2.107
H 2.098818 -2.366871 -1.295363 -0.157 -0.402 -0.447
H 3.094198 -3.070191 -0.055083 -0.266 -0.313 0.328
H 1.269988 -3.388821 -0.106353 0.241 0.077 0.282
H 2.441988 -0.762581 0.116137 1.229 -1.686 0.459
C -2.520792 1.300869 0.453017 -3.346 3.064 3.407
O -2.387212 -0.011921 -0.051213 -12.952 -3.664 2.064
H -2.539092 2.137969 -0.244843 0.009 -0.553 -0.592
H -3.485832 1.352679 0.957097 0.030 0.093 0.435
H -1.669682 1.499999 1.104237 -1.071 0.014 0.180
H -3.174502 -0.062081 -0.598283 -0.167 -0.790 -0.631
C 1.977308 -0.366331 2.889207 -0.908 -2.130 -1.469
O 1.509868 -1.418101 3.343567 1.725 0.438 0.155
N 1.850898 0.072319 1.648647 4.295 6.356 4.827
N 2.526938 0.607589 3.550997 1.896 2.344 4.804
H 2.191968 0.998699 1.435147 -0.268 -0.060 0.093
H 1.408568 -0.467461 0.918517 5.692 -1.717 1.261
H 2.182198 0.580749 4.499967 0.594 0.536 0.361
H 2.565918 1.508599 3.096277 -0.064 -0.191 0.641
C -1.337012 1.534849 -2.570293 -2.294 1.006 -1.032
C -1.340282 0.105449 -3.110933 0.189 2.225 0.228
O -0.238222 -0.574651 -2.639393 2.465 2.319 -3.039
H -0.529292 2.184489 -2.907433 0.334 -0.440 -0.138
H -1.409522 1.582039 -1.483733 -0.284 0.740 -2.371
H -2.240452 1.957539 -3.009883 -0.277 0.546 -0.177
H -1.391122 0.236459 -4.191833 0.367 -0.787 -0.167
H -2.205462 -0.458531 -2.762373 -0.613 1.055 -0.433
H -0.416772 -0.596521 -1.696403 0.448 1.398 -0.276
C -0.499012 -0.111441 2.467747 -1.538 -0.865 0.400
C -1.891592 -0.713951 2.575497 0.800 -1.391 0.765
O -2.643362 -0.001431 3.520257 -1.164 0.987 -0.097
H -0.126932 0.060929 3.477667 -0.484 0.315 -0.109
H -0.495742 0.791509 1.857197 0.170 -0.046 0.653
H 0.196088 -0.825971 2.026837 -2.018 -0.120 1.238
H -1.857712 -1.708151 3.021047 0.584 -0.219 -0.094
H -2.411212 -0.867601 1.629727 0.145 0.148 0.607
H -2.992582 0.729919 3.005707 -0.294 0.402 0.536
```
Positions in Å, forces in eV/Å.

frontier orbital gap	8.430	eV
maximum force	0.2698	hartree/bohr
relative energy (zero: lowest compared OMol25 entry of this formula, charge and spin)	2111.4	kJ/mol

Okay, here come the Mulliken numbers, in e, for every atom: -2.477 0.127 -0.661 0.236 1.454 1.138 0.040 -0.424 0.390 0.315 -0.292 0.497 -1.117 -0.531 0.413 0.292 0.693 0.321 -1.400 -0.634 1.026 0.291 0.231 0.407 -0.904 -0.498 0.309 0.274 0.323 0.507 -1.251 -0.337 0.389 0.444 0.575 0.511 0.187 -0.632 0.087 -0.495 0.352 -0.018 0.307 0.204 -1.392 -0.691 -0.626 0.335 0.933 0.390 0.365 0.195 -0.945 -0.105 -0.797 -0.600 0.459 -0.204 1.020 0.488 0.163 0.343

=====

Q: Look up the maximum force of the second one.
A: 0.0230 hartree/bohr

=====

Q: What is the maximum force in the second record?
A: 0.0230 hartree/bohr

=====

Q: Among the records above, which one has the highest maximum force?
A: C11H40N2O9